The following is a DFT calculation (ωB97M-V with the def2-TZVPD basis set) of a cluster of 2 separate species, C5H12N2S in total at a distorted geometry.

Output
highest occupied orbital energy (alpha / beta) = -0.295 / -0.293 Ha
gap between HOMO and LUMO (alpha / beta) = 7.008 / 6.952 eV
net charge = 0
energy above the lowest of the compared OMol25 structures with the same formula, charge and spin = 312.6 kJ/mol
SMILES = CC(C)/C=C\N.N=S
multiplicity = 1
molar mass = 132.232 g mol⁻¹
lowest unoccupied orbital energy (alpha / beta) = -1.0 / -1.0 eV

Positions of all 20 atoms, in Å:
C 0.715 -1.419 0.442
C -0.778 1.105 -1.136
C -2.220 0.806 0.861
C -0.153 -0.440 0.718
C -1.299 0.139 -0.112
N 0.775 -2.255 -0.612
N 3.674 0.288 0.492
S 2.910 0.130 -0.822
H 1.433 -1.801 1.223
H -1.584 1.536 -1.784
H -0.122 0.740 -1.899
H -0.274 1.829 -0.451
H -2.904 0.279 1.639
H -1.600 1.586 1.340
H -2.902 1.350 0.350
H -0.012 0.125 1.620
H -1.769 -0.781 -0.562
H 1.748 -2.594 -0.720
H 0.366 -1.839 -1.340
H 3.998 1.216 0.751

---

The following is a DFT calculation (ωB97M-V with the def2-TZVPD basis set) of an isolated molecule of C5H12N2S at a distorted geometry.

Output
highest occupied orbital energy = -0.321 Ha
gap between HOMO and LUMO = 9.399 eV
net charge = 0
energy above the lowest of the compared OMol25 structures with the same formula, charge and spin = 465.7 kJ/mol
SMILES = CCSN(C)/C=N\C
multiplicity = 1
molar mass = 132.232 g mol⁻¹
lowest unoccupied orbital energy = 0.7 eV

Positions of all 20 atoms, in Å:
C -0.894 -2.639 0.078
C -1.258 -1.835 -1.170
C -0.216 1.902 -0.715
C 1.608 0.254 0.009
C 1.063 1.744 1.738
H 0.140 -3.146 0.101
H -0.910 -2.004 1.230
H -1.834 -3.422 0.090
H -1.145 -2.770 -1.957
H -2.235 -1.247 -1.157
H -1.038 1.991 0.248
H -0.831 2.283 -1.677
H 0.561 2.676 -0.497
H 2.288 -0.391 -0.664
H 0.030 1.263 1.736
H 1.121 2.179 2.988
H 1.015 2.701 1.113
N 0.488 0.521 -0.752
N 1.938 0.683 1.101
S 0.110 -0.742 -1.842

---

The following is a DFT calculation (ωB97M-V with the def2-TZVPD basis set) of the ion C5H12N3 with charge +1 at a distorted geometry.

Output
highest occupied orbital energy = -0.490 Ha
gap between HOMO and LUMO = 10.329 eV
net charge = +1
energy above the lowest of the compared OMol25 structures with the same formula, charge and spin = 479.9 kJ/mol
SMILES = CN1C[N@H+]2C[C@@H]1N2C
multiplicity = 1
molar mass = 114.172 g mol⁻¹
lowest unoccupied orbital energy = -3.0 eV

Positions of all 20 atoms, in Å:
C -0.629 -1.188 0.780
C 0.956 -0.842 -0.907
C 0.003 0.215 0.864
C 2.362 0.902 0.219
C -2.249 0.941 -0.179
N 1.301 -0.031 0.314
N -0.890 0.575 -0.296
N -0.552 -0.867 -0.707
H -0.017 -2.017 1.125
H -1.641 -1.365 1.074
H 1.097 -0.292 -1.822
H 1.287 -1.836 -0.840
H -0.147 0.776 1.799
H 2.165 1.879 -0.402
H 2.696 1.006 1.218
H 3.262 0.266 -0.299
H -2.411 1.686 0.677
H -2.543 1.429 -1.042
H -2.972 0.052 -0.181
H -1.077 -1.288 -1.397

---

The following is a DFT calculation (ωB97M-V with the def2-TZVPD basis set) of the ion C5H12N3 with charge +1 at a distorted geometry.

Output
highest occupied orbital energy (alpha / beta) = -0.335 / -0.528 Ha
gap between HOMO and LUMO (alpha / beta) = 6.012 / 8.186 eV
net charge = +1
energy above the lowest of the compared OMol25 structures with the same formula, charge and spin = 20.2 kJ/mol
multiplicity = 3
molar mass = 114.172 g mol⁻¹
lowest unoccupied orbital energy (alpha / beta) = -3.1 / -6.2 eV

Positions of all 20 atoms, in Å:
C -0.554 -1.079 -0.704
C 0.844 -0.866 -0.605
C -1.350 1.156 -0.093
C -2.576 -0.809 0.449
C 2.953 -0.048 0.327
N -1.387 -0.168 -0.052
N -0.297 1.915 -0.484
N 1.533 -0.003 0.178
H -1.007 -2.038 -1.154
H 1.577 -1.334 -1.294
H -2.157 1.627 0.435
H -3.038 -1.325 -0.266
H -2.366 -1.501 1.337
H -3.188 -0.037 1.043
H 3.512 0.156 -0.667
H 3.126 0.698 1.216
H 3.235 -1.070 0.757
H -0.297 2.922 -0.638
H 0.531 1.476 -0.709
H 0.907 0.328 0.925

---

The following is a DFT calculation (ωB97M-V with the def2-TZVPD basis set) of the ion C5H12N3 with charge +1 at a distorted geometry.

Output
highest occupied orbital energy (alpha / beta) = -0.297 / -0.531 Ha
gap between HOMO and LUMO (alpha / beta) = 4.029 / 6.496 eV
net charge = +1
energy above the lowest of the compared OMol25 structures with the same formula, charge and spin = 351.6 kJ/mol
multiplicity = 3
molar mass = 114.172 g mol⁻¹
lowest unoccupied orbital energy (alpha / beta) = -4.0 / -8.0 eV

Positions of all 20 atoms, in Å:
C 1.652 -2.260 0.458
C 0.591 -1.974 -0.279
C 1.158 1.531 0.313
C -2.146 0.834 -0.358
C -1.442 -0.458 0.081
N 1.225 2.145 -0.835
N 0.577 0.374 0.605
N -0.080 -0.489 -0.312
H 1.905 -3.261 0.542
H 2.079 -1.572 1.201
H 0.093 -2.664 -0.865
H 1.627 2.117 1.094
H -3.176 0.526 -0.058
H -1.880 1.630 0.187
H -2.111 0.945 -1.443
H -1.821 -1.348 -0.455
H -1.490 -0.687 1.083
H 1.571 2.972 -0.864
H 0.913 -0.062 1.492
H 0.753 1.699 -1.586

---

The following is a DFT calculation (ωB97M-V with the def2-TZVPD basis set) of an isolated molecule of C5H12N4.

Output
highest occupied orbital energy = -0.271 Ha
gap between HOMO and LUMO = 8.141 eV
net charge = 0
energy above the lowest of the compared OMol25 structures with the same formula, charge and spin = 270.1 kJ/mol
multiplicity = 1
molar mass = 128.179 g mol⁻¹
lowest unoccupied orbital energy = 0.8 eV

Positions of all 21 atoms, in Å:
C -0.133 -1.531 -1.317
C 0.086 2.204 -0.065
C 0.224 -0.694 1.183
C -0.053 -0.402 -0.314
C -0.334 0.930 -0.747
N 0.477 -2.106 1.468
N 1.051 0.082 2.075
N -0.958 1.112 -1.936
N -1.046 -0.285 0.840
H 0.755 1.040 2.159
H 2.048 -0.021 1.934
H -0.370 -2.640 1.308
H 0.735 -2.191 2.445
H -1.473 0.360 -2.367
H -1.145 2.040 -2.283
H 0.293 -2.437 -0.891
H -1.168 -1.754 -1.602
H 0.439 -1.293 -2.220
H 0.008 3.052 -0.750
H -0.552 2.403 0.796
H 1.115 2.132 0.282

---

The following is a DFT calculation (ωB97M-V with the def2-TZVPD basis set) of an isolated molecule of C5H12N4 at a distorted geometry.

Output
highest occupied orbital energy (alpha / beta) = -0.294 / -0.292 Ha
gap between HOMO and LUMO (alpha / beta) = 7.639 / 7.571 eV
net charge = 0
energy above the lowest of the compared OMol25 structures with the same formula, charge and spin = 746.5 kJ/mol
multiplicity = 1
molar mass = 128.179 g mol⁻¹
lowest unoccupied orbital energy (alpha / beta) = -0.4 / -0.4 eV

Positions of all 21 atoms, in Å:
N 0.322 1.166 0.092
N 0.922 1.611 -1.113
N -0.123 2.286 0.867
C -0.712 0.179 -0.174
C -1.284 -0.413 1.040
H -1.110 2.491 0.700
H 0.313 2.279 -1.594
H 1.767 2.105 -0.852
H 0.006 2.074 1.849
H -1.481 0.545 -0.870
H -1.252 0.170 1.955
H -2.257 -0.872 0.892
C -0.125 -1.136 -1.119
C 1.243 -1.745 0.021
C 0.844 -2.089 1.156
N 0.256 -0.983 -2.345
H 0.954 -0.239 -2.408
H -0.893 -1.904 -0.992
H 2.155 -1.581 -0.512
H -0.512 -1.324 1.333
H 0.967 -2.622 2.073

---

The following is a DFT calculation (ωB97M-V with the def2-TZVPD basis set) of the ion C5H12N4 with charge +2 at a distorted geometry.

Output
highest occupied orbital energy (alpha / beta) = -0.563 / -0.614 Ha
gap between HOMO and LUMO (alpha / beta) = 6.990 / 8.441 eV
net charge = +2
energy above the lowest of the compared OMol25 structures with the same formula, charge and spin = 380.8 kJ/mol
multiplicity = 1
molar mass = 128.179 g mol⁻¹
lowest unoccupied orbital energy (alpha / beta) = -8.3 / -8.3 eV

Positions of all 21 atoms, in Å:
C 0.098 1.678 0.824
C 2.348 1.448 -0.194
C -0.791 -1.331 0.687
C -1.086 -0.252 -0.276
C -0.144 -0.191 -1.520
N 1.241 1.624 0.167
N -0.973 0.786 0.662
N 3.351 1.530 -0.935
N -1.808 -2.294 1.177
H 0.146 2.505 1.518
H 0.033 -1.193 1.270
H -2.183 -0.203 -0.419
H -0.552 -0.869 -2.309
H 0.783 -0.594 -1.409
H 0.045 0.799 -2.045
H -1.672 0.862 1.396
H 4.285 1.625 -0.689
H 3.164 1.833 -1.873
H -2.186 -2.862 0.355
H -2.708 -2.002 1.615
H -1.393 -2.897 1.998

---

The following is a DFT calculation (ωB97M-V with the def2-TZVPD basis set) of a cluster of 2 separate species, C5H12N4O3S in total at a distorted geometry.

Output
highest occupied orbital energy = -0.214 Ha
gap between HOMO and LUMO = 5.242 eV
net charge = 0
energy above the lowest of the compared OMol25 structures with the same formula, charge and spin = 0.0 kJ/mol
multiplicity = 1
molar mass = 208.243 g mol⁻¹
lowest unoccupied orbital energy = -0.6 eV

Positions of all 25 atoms, in Å:
N -0.519 -2.310 -1.130
C -0.434 -1.089 -1.625
N 0.322 -0.170 -0.979
C 0.214 0.921 -1.693
C 0.912 2.146 -1.216
S 0.019 2.740 0.254
O 0.926 3.336 1.171
O -1.053 3.536 -0.273
N -0.566 0.759 -2.771
N -0.982 -0.542 -2.720
H -1.338 -2.888 -1.137
H 0.310 -2.682 -0.668
H 1.925 1.856 -0.957
H 0.971 2.939 -1.955
H -0.471 1.587 0.798
H -0.806 1.452 -3.457
H -1.585 -1.001 -3.380
C -0.198 -1.383 3.313
C 0.752 -1.282 2.103
O 0.576 -2.320 1.249
H -0.008 -2.294 3.883
H -0.058 -0.529 3.994
H -1.244 -1.382 2.993
H 1.773 -1.153 2.537
H 0.562 -0.249 1.667

---

The following is a DFT calculation (ωB97M-V with the def2-TZVPD basis set) of the ion C5H12N5 with charge +1 at a distorted geometry.

Output
highest occupied orbital energy (alpha / beta) = -0.499 / -0.471 Ha
gap between HOMO and LUMO (alpha / beta) = 7.846 / 7.116 eV
net charge = +1
energy above the lowest of the compared OMol25 structures with the same formula, charge and spin = 787.2 kJ/mol
multiplicity = 1
molar mass = 142.186 g mol⁻¹
lowest unoccupied orbital energy (alpha / beta) = -5.7 / -5.7 eV

Positions of all 22 atoms, in Å:
C 0.472 2.201 0.328
C -1.385 0.650 -0.384
C -0.826 2.092 -0.411
C -3.030 -0.840 0.734
C 2.866 -1.613 -0.407
N 1.249 1.245 0.563
N -2.408 0.403 0.326
N -0.536 -0.216 -0.914
N 2.036 -0.951 0.493
N 1.337 0.014 0.002
H 0.748 3.100 0.921
H -1.484 2.839 0.049
H -0.652 2.443 -1.423
H -3.101 -0.680 1.839
H -2.406 -1.764 0.633
H -3.981 -0.834 0.240
H 2.399 -2.680 -0.735
H 2.898 -0.945 -1.332
H 3.872 -1.844 0.113
H -0.802 -1.170 -0.723
H 1.614 -1.528 1.206
H 1.122 0.078 -1.118

---

The following is a DFT calculation (ωB97M-V with the def2-TZVPD basis set) of the ion C5H12NO with charge -1 at a distorted geometry.

Output
highest occupied orbital energy = -0.089 Ha
gap between HOMO and LUMO = 6.114 eV
net charge = -1
energy above the lowest of the compared OMol25 structures with the same formula, charge and spin = 65.3 kJ/mol
SMILES = CC(C)CNC[O-]
multiplicity = 1
molar mass = 102.157 g mol⁻¹
lowest unoccupied orbital energy = 3.7 eV

Positions of all 19 atoms, in Å:
C 0.018 0.342 0.537
C -0.393 -0.976 -0.149
C -0.053 -2.124 0.815
C 0.310 -1.247 -1.491
N -0.022 1.486 -0.360
C -0.332 2.857 0.323
O 0.741 3.538 0.674
H -0.617 0.438 1.423
H 1.031 0.183 0.941
H -1.452 -0.906 -0.394
H -0.779 -2.159 1.626
H 0.957 -1.981 1.207
H 0.113 -3.126 0.405
H 1.147 -1.935 -1.377
H -0.326 -1.609 -2.301
H 0.597 -0.286 -1.920
H 0.928 1.605 -0.653
H -0.898 3.370 -0.488
H -0.968 2.531 1.184

---

The following is a DFT calculation (ωB97M-V with the def2-TZVPD basis set) of a cluster of 2 separate species, C5H12NO in total.

Output
highest occupied orbital energy = -0.097 Ha
gap between HOMO and LUMO = 6.905 eV
net charge = -1
energy above the lowest of the compared OMol25 structures with the same formula, charge and spin = 103.7 kJ/mol
multiplicity = 1
molar mass = 102.157 g mol⁻¹
lowest unoccupied orbital energy = 4.3 eV

Positions of all 19 atoms, in Å:
C 0.997 -0.110 0.858
O -0.242 0.273 0.475
C 1.031 -0.659 2.303
N 2.309 -1.279 2.667
H 1.431 -0.937 0.246
H 1.751 0.724 0.824
H 0.719 0.142 2.992
H 0.250 -1.426 2.349
H 3.033 -0.590 2.821
H 2.237 -1.844 3.501
C -1.344 -0.486 -2.250
C -1.813 0.930 -2.458
C -1.459 1.957 -1.692
H -0.764 -0.815 -3.120
H -0.743 -0.530 -1.324
H -2.206 -1.157 -2.159
H -2.534 1.085 -3.262
H -1.791 2.953 -1.976
H -0.862 1.770 -0.794